{"formula": "C24H28FeNO3", "method": "wB97M-V/def2-TZVPD", "homo_energy_ha": [-0.047, -0.065], "total_energy_ev": -67358.81855, "relative_energy_kcal_mol": 74.6, "gap_ev": [4.127, 4.595], "total_charge": -1, "multiplicity": 5, "species": ["C", "O", "C", "C", "C", "C", "C", "C", "C", "C", "C", "C", "Fe", "C", "C", "C", "C", "C", "C", "C", "H", "H", "H", "H", "H", "H", "H", "H", "H", "H", "H", "H", "H", "H", "H", "H", "H", "C", "O", "C", "C", "C", "C", "C", "N", "O", "H", "H", "H", "H", "H", "H", "H", "H", "H", "H", "H"], "positions_angstrom": [[5.235, 0.093, -3.317], [4.596, 1.215, -2.755], [3.811, 0.941, -1.659], [3.391, 2.031, -0.866], [2.688, 1.841, 0.284], [2.313, 0.546, 0.704], [1.685, 0.379, 1.971], [0.983, -0.760, 2.416], [0.765, -1.135, 3.842], [0.067, -2.359, 3.871], [-0.197, -2.790, 2.481], [0.351, -1.838, 1.605], [-1.074, -0.933, 2.878], [-2.102, 0.722, 2.179], [-1.557, 0.991, 3.498], [-2.132, 0.034, 4.423], [-3.029, -0.826, 3.681], [-3.018, -0.398, 2.295], [2.693, -0.545, -0.113], [3.422, -0.352, -1.249], [5.958, 0.445, -4.051], [5.764, -0.453, -2.535], [4.511, -0.551, -3.818], [3.674, 3.019, -1.185], [2.416, 2.684, 0.897], [1.823, 1.179, 2.681], [1.114, -0.561, 4.703], [-0.244, -2.891, 4.772], [-0.734, -3.691, 2.177], [0.291, -1.871, 0.516], [-1.848, 1.247, 1.260], [-0.821, 1.756, 3.748], [-1.941, -0.019, 5.498], [-3.666, -1.606, 4.107], [-3.629, -0.816, 1.493], [2.464, -1.547, 0.200], [3.713, -1.195, -1.848], [-3.789, 3.060, -1.210], [-3.539, 1.764, -1.663], [-2.275, 1.384, -1.326], [-1.843, -0.001, -1.769], [-2.330, -0.383, -3.181], [-1.222, -1.282, -3.778], [-0.014, -1.150, -2.825], [-0.370, -0.112, -1.841], [-1.513, 2.060, -0.674], [-4.865, 3.234, -1.206], [-3.395, 3.177, -0.199], [-3.296, 3.767, -1.880], [-2.216, -0.733, -1.036], [-3.306, -0.879, -3.159], [-2.456, 0.528, -3.773], [-1.550, -2.325, -3.848], [-0.961, -0.977, -4.799], [0.207, -2.096, -2.318], [0.890, -0.845, -3.361], [0.107, -0.177, -0.937]]}